DFT (the ωB97M-V functional and the def2-TZVPD basis) results for a molecular structure, C4H6O3Zn at a distorted geometry.

M ... 167.479 g mol⁻¹
Lowest unoccupied orbital energy (alpha / beta) ... -17.45 / -17.46 eV
Charge ... +3
Spin multiplicity ... 2
Max |F| ... 5.49 eV Å⁻¹
Kohn-Sham gap (alpha / beta) ... 6.99 / 7.55 eV

Each line ends with the Mulliken charge.
Cartesian coordinates (Å):
H: 1.5977 -0.4163 -1.8996  0.46
O: 0.9846 0.4028 -0.0814  -0.13
C: -0.3580 0.1088 0.0669  0.74
O: -0.7229 -1.0084 0.3656  -0.20
Zn: -1.6428 -2.4536 0.7900  1.41
O: -1.0204 1.1591 -0.1443  -0.15
C: -2.3575 1.3056 0.4081  -0.72
H: -3.0377 0.6512 -0.1473  0.35
H: -2.3275 1.0485 1.4722  0.38
H: -2.6051 2.3573 0.2599  0.26
C: 1.7561 -0.3410 -0.8110  0.34
C: 2.9558 -0.7941 -0.2452  -0.44
H: 3.1738 -0.5791 0.8019  0.34
H: 3.6040 -1.4407 -0.8357  0.35